Entry 1:
Density functional theory data (the ωB97M-V functional and the def2-TZVPD basis) for a structure of composition C31H34N5OsS2.

Atoms and positions in Å:
Os: 0.142 -0.256 -0.447
N: -0.348 1.110 -1.949
C: -0.604 0.545 -3.276
C: -0.650 1.378 -4.380
C: -0.990 0.859 -5.619
C: -1.298 -0.491 -5.737
C: -1.236 -1.313 -4.622
C: -0.872 -0.805 -3.377
C: -0.759 -1.706 -2.207
C: -1.845 -2.591 -1.926
C: -1.716 -3.653 -1.085
C: -0.481 -3.891 -0.444
C: 0.605 -3.097 -0.704
C: 0.526 -2.029 -1.659
H: 0.413 1.783 -2.049
H: -1.176 1.626 -1.660
H: -0.422 2.432 -4.270
H: -1.021 1.507 -6.484
H: -1.574 -0.904 -6.697
H: -1.445 -2.371 -4.715
H: -2.789 -2.408 -2.428
H: -2.560 -4.306 -0.903
H: -0.395 -4.694 0.278
H: 1.552 -3.253 -0.207
S: 1.944 -1.061 -1.905
N: 1.060 1.177 0.841
S: 2.389 0.955 1.734
C: 2.431 -0.782 2.138
C: 3.602 -1.470 2.430
C: 3.518 -2.774 2.896
C: 2.280 -3.370 3.103
C: 1.118 -2.662 2.842
C: 1.187 -1.364 2.355
C: 3.829 1.258 0.745
C: 4.430 2.491 0.981
C: 5.535 2.863 0.230
C: 6.033 2.002 -0.736
C: 5.431 0.768 -0.958
C: 4.325 0.387 -0.219
H: 0.459 1.728 1.447
H: 4.565 -0.998 2.312
H: 4.425 -3.320 3.115
H: 2.225 -4.382 3.480
H: 0.151 -3.117 3.013
H: 0.280 -0.794 2.175
H: 4.037 3.151 1.745
H: 6.009 3.819 0.407
H: 6.898 2.290 -1.318
H: 5.821 0.099 -1.713
H: 3.846 -0.566 -0.396
C: -3.153 3.673 1.967
C: -2.230 3.677 0.769
N: -1.730 2.330 0.516
C: -2.266 1.162 1.004
N: -1.637 0.040 0.751
C: -2.273 -1.213 1.164
C: -3.121 -1.040 2.408
C: -4.119 0.066 2.158
N: -3.421 1.264 1.713
C: -4.134 2.530 1.814
H: -3.685 4.620 2.032
H: -2.581 3.538 2.888
H: -1.379 4.339 0.934
H: -2.770 4.048 -0.107
H: -0.805 2.226 0.138
H: -1.495 -1.957 1.328
H: -2.886 -1.593 0.344
H: -2.489 -0.774 3.260
H: -3.639 -1.968 2.647
H: -4.662 0.320 3.069
H: -4.855 -0.250 1.410
H: -4.786 2.466 2.684
H: -4.771 2.693 0.937

The LUMO energy is -0.090 hartree. The spin multiplicity is 1. The molecular weight is 731.01 g/mol. As for the calculated total energy: -2362.313527 Eh. Its charge is +1. The energy above the lowest of the compared OMol25 structures with the same formula, charge and spin is 8.7 kcal per mole. Its frontier orbital gap is 7.01 eV.

Results of the Mulliken charge analysis, in e, for atoms 1 through 5: number 1, Os, carries 0.919; number 2, N, carries -0.108; number 3, C, carries 0.236; number 4, C, carries -0.660; number 5, C, carries -0.608

=====

Entry 2:
Density functional theory data (the ωB97M-V functional and the def2-TZVPD basis) for a cluster of 3 separate species, C27H48BClNO8S in total in a non-equilibrium geometry.

Atoms and positions in Å:
C: 0.143 -2.346 2.947
C: -0.193 -1.930 1.482
O: 0.123 -3.052 0.656
C: 0.637 -0.680 1.157
C: 0.838 -0.348 -0.332
S: 2.200 0.947 -0.283
C: 3.668 0.153 0.402
O: 1.869 2.056 0.600
O: 2.568 1.365 -1.611
O: 1.425 -1.305 -1.077
B: 0.828 -1.412 -2.449
O: 0.327 -2.845 -2.502
N: -0.934 -2.963 -2.927
O: -1.478 -3.924 -2.455
O: -0.167 -0.372 -2.425
C: -0.423 0.207 -1.143
C: -0.430 1.721 -1.491
C: -1.768 2.221 -1.991
O: -2.551 2.893 -1.364
Cl: -2.192 1.780 -3.692
C: -1.785 -0.414 -0.802
C: -2.550 0.127 0.395
C: -3.713 -0.535 0.733
C: -4.435 -0.140 1.812
C: -4.058 0.931 2.580
C: -2.913 1.589 2.254
C: -2.177 1.179 1.176
H: 0.493 -1.468 3.493
H: 0.879 -3.145 2.903
H: -0.769 -2.673 3.450
H: -1.270 -1.765 1.468
H: -0.708 -3.406 0.329
H: 0.126 0.175 1.599
H: 1.576 -0.771 1.703
H: 4.500 0.809 0.175
H: 3.515 0.099 1.479
H: 3.762 -0.855 0.004
H: 1.712 -1.179 -3.242
H: 0.263 1.849 -2.317
H: -0.108 2.383 -0.689
H: -1.625 -1.482 -0.653
H: -2.421 -0.338 -1.683
H: -4.015 -1.379 0.127
H: -5.330 -0.695 2.073
H: -4.634 1.230 3.445
H: -2.552 2.429 2.829
H: -1.260 1.717 0.978
C: 4.588 -7.606 5.649
C: 5.108 -7.184 4.278
C: 4.953 -5.689 4.004
C: 3.510 -5.181 3.985
C: 2.596 -5.872 2.974
C: 3.037 -5.676 1.526
H: 3.518 -7.418 5.750
H: 4.750 -8.674 5.808
H: 5.107 -7.066 6.444
H: 4.607 -7.767 3.500
H: 6.170 -7.438 4.213
H: 5.436 -5.453 3.052
H: 5.506 -5.131 4.767
H: 3.524 -4.107 3.773
H: 3.074 -5.283 4.983
H: 1.587 -5.466 3.087
H: 2.520 -6.941 3.194
H: 3.072 -4.616 1.269
H: 2.334 -6.157 0.845
H: 4.022 -6.109 1.342
C: -4.393 5.164 -4.242
C: -3.020 5.534 -4.793
C: -2.046 6.010 -3.717
C: -2.464 7.284 -2.983
C: -2.698 8.500 -3.880
C: -1.448 8.944 -4.635
H: -4.890 6.023 -3.784
H: -5.039 4.800 -5.043
H: -4.309 4.375 -3.492
H: -3.129 6.292 -5.576
H: -2.592 4.654 -5.280
H: -1.061 6.155 -4.173
H: -1.919 5.213 -2.979
H: -1.691 7.529 -2.248
H: -3.374 7.091 -2.407
H: -3.041 9.329 -3.254
H: -3.504 8.299 -4.591
H: -0.642 9.193 -3.941
H: -1.659 9.832 -5.233
H: -1.089 8.169 -5.313

The LUMO energy is 0.092 hartree. The spin multiplicity is 1. The molecular weight is 593.01 g/mol. As for the calculated total energy: -2597.579384 Eh. Its charge is -1. The energy above the lowest of the compared OMol25 structures with the same formula, charge and spin is 0.0 kcal per mole. Its frontier orbital gap is 8.46 eV.

Results of the Mulliken charge analysis, in e, for atoms 1 through 5: number 1, C, carries -1.744; number 2, C, carries 0.861; number 3, O, carries -0.510; number 4, C, carries -1.795; number 5, C, carries 1.265

=====

Entry 3:
Density functional theory data (the ωB97M-V functional and the def2-TZVPD basis) for a cluster of 3 separate species, C4H13NO2 in total in a non-equilibrium geometry.

Atoms and positions in Å:
C: 1.359 -0.682 0.797
C: 0.974 0.403 -0.225
C: 0.282 -0.173 -1.408
C: -0.760 0.356 -2.046
N: 2.079 -0.067 1.908
H: 0.553 -1.358 1.099
H: 2.113 -1.321 0.321
H: 0.384 1.094 0.389
H: 1.909 0.925 -0.440
H: 0.587 -1.199 -1.597
H: -1.242 1.212 -1.585
H: -1.238 -0.144 -2.876
H: 2.466 -0.742 2.539
H: 1.535 0.618 2.402
H: -2.091 -2.055 -1.274
H: -1.638 -1.698 0.097
O: -1.715 -2.460 -0.486
H: -2.161 2.995 0.470
H: -0.936 1.982 0.528
O: -1.522 2.550 1.033

The LUMO energy is 0.026 hartree. Its SMILES is C=CCCN.O.O. The spin multiplicity is 1. The molecular weight is 107.15 g/mol. As for the calculated total energy: -365.387686 Eh. The energy above the lowest of the compared OMol25 structures with the same formula, charge and spin is 34.4 kcal per mole. Its frontier orbital gap is 10.14 eV.

Results of the Mulliken charge analysis, in e, for atoms 1 through 5: number 1, C, carries -0.600; number 2, C, carries 0.262; number 3, C, carries -0.024; number 4, C, carries -0.712; number 5, N, carries -0.582

=====

Entry 4:
Density functional theory data (the ωB97M-V functional and the def2-TZVPD basis) for a structure of composition C4H6OS in a non-equilibrium geometry.

Atoms and positions in Å:
C: -1.448 -1.004 0.698
C: 0.603 0.286 -0.703
C: 1.679 -0.362 -0.214
C: 0.236 1.734 -0.699
H: -1.829 -0.073 0.701
H: -2.107 -1.884 0.919
H: -0.522 -1.078 1.465
H: 2.642 0.176 0.565
H: 1.771 -1.440 -0.255
H: -0.782 1.745 -1.582
O: 0.598 2.753 0.190
S: -0.840 -0.852 -1.086

The LUMO energy is -0.035 hartree. The spin multiplicity is 1. The molecular weight is 102.16 g/mol. As for the calculated total energy: -629.256549 Eh. The energy above the lowest of the compared OMol25 structures with the same formula, charge and spin is 119.6 kcal per mole. Its frontier orbital gap is 8.47 eV.

Results of the Mulliken charge analysis, in e, for atoms 1 through 5: number 1, C, carries -0.680; number 2, C, carries 0.233; number 3, C, carries -0.552; number 4, C, carries -0.025; number 5, H, carries 0.272

=====

Entry 5:
Density functional theory data (the ωB97M-V functional and the def2-TZVPD basis) for a cluster of 2 separate species, C3H7IN2O in total in a non-equilibrium geometry.

Atoms and positions in Å:
C: -1.254 -2.332 1.454
C: -0.265 1.469 -1.865
C: 1.565 0.141 -0.372
N: -1.288 -1.167 0.872
N: 1.103 1.215 0.153
O: 0.224 1.987 -0.632
I: 3.001 -0.722 1.014
H: -2.027 -3.034 0.933
H: -0.618 -2.689 2.235
H: -0.998 2.218 -2.195
H: -0.655 0.446 -1.691
H: 0.746 1.164 -2.447
H: -0.771 -0.415 1.367
H: 1.236 1.719 1.173

The LUMO energy is 0.007 hartree. The spin multiplicity is 1. The molecular weight is 214.01 g/mol. As for the calculated total energy: -600.745106 Eh. The energy above the lowest of the compared OMol25 structures with the same formula, charge and spin is 74.3 kcal per mole. Its frontier orbital gap is 9.20 eV.

Results of the Mulliken charge analysis, in e, for atoms 1 through 5: number 1, C, carries -0.208; number 2, C, carries -0.470; number 3, C, carries -0.400; number 4, N, carries -0.443; number 5, N, carries 0.120

=====

Entry 6:
Density functional theory data (the ωB97M-V functional and the def2-TZVPD basis) for a structure of composition C21H30N2PbSi in a non-equilibrium geometry.

Atoms and positions in Å:
C: 0.693 2.242 4.218
C: 1.111 2.692 2.931
C: -0.070 2.866 2.128
H: 2.127 2.972 2.654
C: -1.191 2.492 2.922
C: -0.720 2.124 4.204
H: -1.342 1.904 5.071
H: 1.330 2.145 5.098
H: -0.104 3.301 1.131
H: -2.239 2.568 2.634
Pb: 0.552 0.252 2.065
C: -0.833 -1.224 -0.993
H: -1.718 -0.667 -0.655
H: -0.837 -2.216 -0.508
H: 0.017 -0.697 -0.500
Si: -0.441 -0.933 -2.782
C: 1.269 -0.941 -3.500
C: 2.063 0.230 -3.450
H: 1.675 1.132 -2.975
C: 3.350 0.249 -4.011
H: 3.958 1.158 -3.966
C: 3.868 -0.894 -4.635
H: 4.876 -0.883 -5.061
C: 3.097 -2.063 -4.695
H: 3.500 -2.963 -5.168
C: 1.808 -2.082 -4.148
H: 1.202 -2.986 -4.223
C: -1.566 0.256 -3.685
C: -1.267 0.823 -4.955
H: -0.408 0.458 -5.529
C: -2.047 1.864 -5.484
H: -1.765 2.335 -6.429
C: -3.187 2.313 -4.806
H: -3.792 3.130 -5.210
C: -3.578 1.669 -3.627
H: -4.507 1.961 -3.129
C: -2.780 0.661 -3.071
H: -3.092 0.177 -2.139
H: -1.080 -2.700 -2.749
H: -1.369 -2.899 -1.979
N: -1.166 -1.120 3.466
C: -1.159 -1.192 4.970
C: 0.241 -1.110 5.562
C: 1.320 -1.865 4.803
N: 1.959 -0.974 3.772
H: -1.131 -2.080 3.106
H: -2.078 -0.766 3.157
H: -1.774 -0.365 5.350
H: -1.648 -2.130 5.290
H: 0.519 -0.053 5.687
H: 0.193 -1.521 6.582
H: 2.100 -2.216 5.495
H: 0.930 -2.752 4.292
H: 2.456 -0.200 4.228
H: 2.675 -1.482 3.244

The LUMO energy (alpha / beta) is -0.030 / -0.029 hartree. The spin multiplicity is 1. The molecular weight is 545.77 g/mol. As for the calculated total energy: -1409.781518 Eh. The energy above the lowest of the compared OMol25 structures with the same formula, charge and spin is 9.7 kcal per mole. Its frontier orbital gap (alpha / beta) is 2.61 / 2.72 eV.

Results of the Mulliken charge analysis, in e, for atoms 1 through 5: number 1, C, carries -0.613; number 2, C, carries -0.775; number 3, C, carries -0.765; number 4, H, carries 0.497; number 5, C, carries -0.697

=====

Among the records above, which one has the highest molecular weight? C31H34N5OsS2

=====

Which formula does entry 5 have? C3H7IN2O

=====

Which value of molecular weight does entry 3 give? 107.15 g/mol